No. 1
ORCA calculation (ωB97M-V/def2-TZVPD) on an isolated molecule of C7H7F2NO.

Results
* E: -16339.6244 eV
* LUMO level (alpha / beta): 0.84 / -0.98 eV
* relative energy (zero: lowest compared OMol25 entry of this formula, charge and spin): 1.086 eV
* ⟨S²⟩: 2.03
* 2S+1: 3

Last column: Mulliken charge in e.
Atoms and positions in Å:
C -0.34 0.68 -1.60  -0.08
C -1.26 1.62 -2.10  -0.42
C -0.48 0.78 -0.24  0.31
C 0.76 -1.35 0.58  -0.70
C 0.12 0.06 0.87  0.56
C 1.91 -1.69 -0.45  0.29
C -0.24 0.51 2.25  -1.42
N -1.84 2.33 -1.16  -0.42
O -1.40 1.81 0.00  -0.20
F 1.62 -1.93 -1.77  -0.22
F 2.59 -2.83 -0.16  -0.24
H 0.17 -0.01 -2.26  0.37
H -1.47 1.78 -3.22  0.33
H 1.05 -1.93 1.46  0.35
H -0.03 -1.74 0.06  0.37
H -1.03 -0.12 2.67  0.30
H -0.63 1.46 2.06  0.41
H 0.51 0.52 3.01  0.40



No. 2
ORCA calculation (ωB97M-V/def2-TZVPD) on a cluster of 2 separate species, C7H7F2O2PS in total.

Results
* E: -37022.4860 eV
* LUMO level: 0.23 eV
* relative energy (zero: lowest compared OMol25 entry of this formula, charge and spin): 1.309 eV
* 2S+1: 1

Last column: Mulliken charge in e.
Atoms and positions in Å:
C 2.23 -1.55 0.40  -0.23
C 2.25 -0.53 1.35  -0.72
C 1.46 -1.51 -0.79  -0.69
C 1.78 0.74 0.88  -0.19
C 0.91 -0.32 -1.11  -0.36
C 1.16 0.84 -0.29  0.35
C -3.69 -0.54 0.48  0.49
O -1.16 1.56 -0.92  -0.45
O 0.45 3.32 0.12  -0.54
F -4.63 0.02 1.27  -0.19
F -3.10 -1.61 1.04  -0.19
P -3.31 -0.02 -1.08  -0.04
S 0.38 2.37 -0.95  0.46
H 2.55 -2.54 0.74  0.31
H 2.96 -0.38 2.06  0.40
H 1.62 -2.39 -1.35  0.40
H 1.78 1.56 1.55  0.46
H 0.25 -0.28 -1.94  0.46
H -1.67 1.99 -0.32  0.29
H -2.20 -0.74 -1.16  -0.02



No. 3
ORCA calculation (ωB97M-V/def2-TZVPD) on a cluster of 2 separate species, C7H7F3N3 in total.

Results
* total charge: +1
* E: -19984.6932 eV
* LUMO level (alpha / beta): -4.57 / -5.84 eV
* relative energy (zero: lowest compared OMol25 entry of this formula, charge and spin): 2.807 eV
* 2S+1: 1

Last column: Mulliken charge in e.
Atoms and positions in Å:
C -1.61 1.71 0.40  -0.08
C 0.58 -0.17 -1.88  -0.90
C -0.47 0.49 -1.31  -0.07
C 1.62 0.09 0.44  0.45
C 1.78 -0.52 -0.89  -0.72
C -0.57 0.87 0.04  0.35
C -3.03 -1.10 0.55  0.56
N -2.39 2.50 0.72  -0.36
N 0.51 0.72 0.86  -0.09
N 2.65 -0.10 1.29  -0.35
F -2.12 -2.01 0.38  -0.16
F -3.54 -1.14 1.80  -0.19
F -4.00 -1.05 -0.40  -0.18
H 0.70 -0.51 -2.83  0.54
H -1.39 0.69 -1.75  0.53
H 1.67 -1.61 -0.86  0.37
H 2.74 -0.33 -1.32  0.50
H 0.61 1.28 1.70  0.31
H 3.53 -0.24 0.94  0.25
H 2.74 0.43 2.11  0.24



Repeat the first record exactly.
ORCA calculation (ωB97M-V/def2-TZVPD) on an isolated molecule of C7H7F2NO.

Results
* E: -16339.6244 eV
* LUMO level (alpha / beta): 0.84 / -0.98 eV
* relative energy (zero: lowest compared OMol25 entry of this formula, charge and spin): 1.086 eV
* ⟨S²⟩: 2.03
* 2S+1: 3

Last column: Mulliken charge in e.
Atoms and positions in Å:
C -0.34 0.68 -1.60  -0.08
C -1.26 1.62 -2.10  -0.42
C -0.48 0.78 -0.24  0.31
C 0.76 -1.35 0.58  -0.70
C 0.12 0.06 0.87  0.56
C 1.91 -1.69 -0.45  0.29
C -0.24 0.51 2.25  -1.42
N -1.84 2.33 -1.16  -0.42
O -1.40 1.81 0.00  -0.20
F 1.62 -1.93 -1.77  -0.22
F 2.59 -2.83 -0.16  -0.24
H 0.17 -0.01 -2.26  0.37
H -1.47 1.78 -3.22  0.33
H 1.05 -1.93 1.46  0.35
H -0.03 -1.74 0.06  0.37
H -1.03 -0.12 2.67  0.30
H -0.63 1.46 2.06  0.41
H 0.51 0.52 3.01  0.40